(1)
Molecular formula: C37H33N4S4SbTa
Method: DFT, ωB97M-V/def2-TZVPD

Computed properties:
Total charge = +3
Frontier orbital gap = 5.98 eV
Energy relative to the best compared isomer or geometry (same formula, charge and spin) = 2.357 eV
HOMO energy = -15.88 eV
E_tot = -3537.8051 Ha

Atoms and positions in Å:
Ta (0.128, 0.093, -0.055)
S (-0.988, 0.969, 1.861)
C (-0.017, 0.867, 3.335)
C (-0.589, 1.098, 4.580)
C (0.214, 1.077, 5.710)
C (1.582, 0.842, 5.609)
C (2.167, 0.636, 4.368)
C (1.347, 0.645, 3.250)
S (2.013, 0.439, 1.611)
C (2.931, -1.116, 1.812)
C (2.962, -1.909, 0.545)
C (4.133, -2.562, 0.193)
C (4.121, -3.442, -0.873)
C (2.919, -3.650, -1.530)
C (1.795, -2.948, -1.138)
C (0.490, -3.172, -1.869)
S (0.163, -1.460, -2.324)
C (-1.553, -0.914, -2.755)
C (-1.858, -0.619, -4.270)
C (-3.152, -1.125, -4.798)
C (-4.092, -1.639, -4.004)
C (-3.817, -1.911, -2.604)
C (-2.658, -1.610, -1.992)
S (-2.163, -2.420, -0.491)
N (1.801, -2.026, -0.133)
H (-1.652, 1.286, 4.660)
H (-0.228, 1.252, 6.681)
H (2.198, 0.839, 6.498)
H (3.237, 0.490, 4.289)
H (2.426, -1.679, 2.599)
H (3.935, -0.872, 2.151)
H (5.031, -2.395, 0.771)
H (5.019, -3.965, -1.174)
H (2.845, -4.355, -2.345)
H (-0.263, -3.574, -1.200)
H (0.613, -3.812, -2.739)
H (-1.024, -0.889, -4.920)
H (-3.319, -1.045, -5.865)
H (-5.043, -1.963, -4.403)
H (-4.566, -2.458, -2.043)
C (2.741, 3.226, 0.235)
C (1.276, 3.462, -0.010)
C (0.907, 4.814, -0.042)
C (-0.383, 5.204, -0.303)
C (-1.319, 4.201, -0.545)
C (-0.929, 2.885, -0.489)
N (0.356, 2.501, -0.210)
Sb (-2.392, 1.294, -0.681)
C (-2.559, -1.783, 1.129)
C (-3.801, -1.431, 1.603)
C (-3.930, -1.302, 2.986)
C (-2.858, -1.628, 3.795)
C (-1.642, -2.001, 3.222)
C (-0.485, -2.440, 4.065)
N (-1.483, -2.012, 1.896)
C (-1.397, 0.635, -2.515)
C (-1.828, 0.920, -3.967)
C (-0.838, 1.705, -4.756)
C (0.388, 1.940, -4.286)
C (0.806, 1.463, -2.976)
C (2.248, 1.564, -2.644)
N (-0.018, 0.925, -2.142)
H (3.311, 3.928, -0.373)
H (2.989, 3.438, 1.277)
H (3.093, 2.227, 0.002)
H (1.678, 5.552, 0.136)
H (-0.660, 6.250, -0.323)
H (-2.353, 4.444, -0.753)
H (-4.641, -1.294, 0.937)
H (-4.876, -1.008, 3.420)
H (-2.961, -1.617, 4.872)
H (-0.709, -3.415, 4.503)
H (0.404, -2.556, 3.448)
H (-0.287, -1.749, 4.884)
H (-2.820, 1.367, -4.032)
H (-1.121, 2.057, -5.741)
H (1.128, 2.470, -4.870)
H (2.822, 1.085, -3.441)
H (2.566, 2.607, -2.606)
H (2.492, 1.071, -1.700)

(2)
Molecular formula: C36H34F4FeN2O3PS
Method: DFT, ωB97M-V/def2-TZVPD

Computed properties:
Total charge = 0
Frontier orbital gap (alpha / beta) = 8.49 / 7.75 eV
Energy relative to the best compared isomer or geometry (same formula, charge and spin) = 0.000 eV
HOMO energy (alpha / beta) = -7.97 / -8.15 eV
E_tot = -4130.1360 Ha
2S+1 = 6

Atoms and positions in Å:
Fe (0.302, 1.123, -0.226)
C (2.033, 4.132, -1.322)
C (0.906, 4.304, -0.319)
N (-0.187, 3.328, -0.480)
C (-0.829, 3.394, -1.811)
C (-1.271, 4.786, -2.246)
C (-1.144, 3.476, 0.637)
C (-2.107, 2.275, 0.801)
N (-1.590, 1.104, 0.096)
C (-2.542, 0.394, -0.610)
C (-2.336, -0.009, -1.935)
F (-1.173, 0.304, -2.542)
C (-3.291, -0.687, -2.661)
F (-3.018, -1.006, -3.935)
C (-4.508, -1.032, -2.110)
C (-4.729, -0.663, -0.800)
F (-5.878, -0.997, -0.198)
C (-3.785, 0.034, -0.073)
F (-4.049, 0.314, 1.217)
H (2.892, 4.726, -1.009)
H (2.356, 3.097, -1.402)
H (1.746, 4.466, -2.321)
H (1.281, 4.184, 0.698)
H (0.508, 5.324, -0.391)
H (-0.135, 2.977, -2.543)
H (-1.689, 2.730, -1.782)
H (-0.424, 5.455, -2.404)
H (-1.813, 4.713, -3.189)
H (-1.935, 5.249, -1.515)
H (-0.521, 3.581, 1.522)
H (-1.747, 4.389, 0.550)
H (-2.263, 2.138, 1.873)
H (-3.080, 2.524, 0.370)
H (-5.251, -1.574, -2.676)
O (2.463, 0.412, 0.314)
S (2.913, 0.347, -1.086)
O (4.162, 0.984, -1.372)
O (1.747, 0.806, -1.891)
C (3.074, -1.386, -1.376)
C (4.213, -1.879, -1.987)
C (4.360, -3.251, -2.134)
C (3.376, -4.107, -1.665)
C (2.234, -3.601, -1.059)
C (2.062, -2.230, -0.908)
P (0.516, -1.552, -0.172)
C (0.575, -2.038, 1.578)
C (-0.605, -1.955, 2.318)
C (-0.617, -2.307, 3.658)
C (0.560, -2.698, 4.282)
C (1.746, -2.732, 3.563)
C (1.753, -2.415, 2.212)
C (-0.665, -2.753, -0.919)
C (-1.444, -3.672, -0.226)
C (-2.314, -4.515, -0.910)
C (-2.394, -4.467, -2.292)
C (-1.593, -3.576, -2.996)
C (-0.749, -2.718, -2.314)
H (4.971, -1.185, -2.327)
H (5.247, -3.651, -2.607)
H (3.495, -5.178, -1.772)
H (1.472, -4.280, -0.697)
H (-1.516, -1.605, 1.843)
H (-1.544, -2.266, 4.217)
H (0.554, -2.967, 5.330)
H (2.670, -3.006, 4.055)
H (2.680, -2.450, 1.654)
H (-1.369, -3.755, 0.849)
H (-2.922, -5.217, -0.355)
H (-3.078, -5.119, -2.820)
H (-1.636, -3.541, -4.077)
H (-0.141, -2.012, -2.871)
C (1.727, 1.780, 4.531)
C (0.516, 1.181, 4.231)
C (0.067, 1.130, 2.909)
C (0.854, 1.662, 1.908)
C (2.079, 2.249, 2.191)
C (2.504, 2.320, 3.512)
H (2.072, 1.821, 5.557)
H (-0.091, 0.748, 5.018)
H (-0.888, 0.671, 2.691)
H (2.718, 2.631, 1.406)
H (3.455, 2.787, 3.744)

Look up the total charge of the first one.
+3

Which of these has the lowest energy relative to the best compared isomer or geometry (same formula, charge and spin)?
C36H34F4FeN2O3PS

What is the energy relative to the best compared isomer or geometry (same formula, charge and spin) in the first record?
2.357 eV

What is the energy relative to the best compared isomer or geometry (same formula, charge and spin) in the first record?
2.357 eV